## one
This record from the Open Molecules 2025 dataset describes one molecule with the formula C3H6O4. The level of theory is ωB97M-V with the def2-TZVPD basis set.

For the HOMO energy, the calculation gives -10.3 eV. Its net charge is 0. The molar mass comes out at 106.08 g mol⁻¹. The calculation puts the lowest unoccupied orbital energy at 0.617 eV. Its SMILES is OOC[C@@]1(O)CO1.

Last column: natural (NBO) charge in e.
Positions of all 13 atoms, in Å:
H1 -0.88658 -1.24094 -1.70646  0.18
O1 0.02463 -0.32839 1.45608  -0.71
O2 -0.34201 1.76267 -0.42937  -0.28
C1 -0.63660 -1.44091 -0.67131  -0.13
H2 -0.03080 -1.20155 1.86357  0.50
C2 0.14964 -0.45797 0.09028  0.45
H3 -1.32751 -2.08395 -0.13555  0.18
H4 0.79997 0.61932 -1.65764  0.21
O3 -0.26174 2.41859 0.81834  -0.44
H5 1.63647 1.09859 -0.10724  0.21
O4 0.73105 -1.67572 -0.40372  -0.50
H6 -0.56306 1.75832 1.46622  0.47
C3 0.70655 0.77196 -0.58320  -0.12

## two
This record from the Open Molecules 2025 dataset describes one molecule with the formula C3H6O4. The level of theory is ωB97M-V with the def2-TZVPD basis set.

For the HOMO energy, the calculation gives -10.4 eV. Its net charge is 0. The molar mass comes out at 106.08 g mol⁻¹. The calculation puts the lowest unoccupied orbital energy at 0.655 eV. Its SMILES is COC(=O)C(O)O.

Last column: natural (NBO) charge in e.
Positions of all 13 atoms, in Å:
C1 -1.93043 0.03058 1.08328  -0.27
O1 -0.84530 0.49876 0.28392  -0.51
O2 1.99332 0.91284 -0.02775  -0.71
H1 2.07700 -1.42667 -1.06029  0.49
H2 -1.61980 -0.83958 1.66346  0.21
H3 1.54713 1.69700 0.30739  0.48
H4 -2.76610 -0.24494 0.43828  0.19
C2 1.15976 0.25127 -0.95851  0.29
C3 0.01135 -0.41291 -0.16818  0.75
O3 -0.04505 -1.59295 0.04680  -0.59
H5 0.75178 0.95971 -1.69370  0.16
H6 -2.21391 0.85218 1.73659  0.20
O4 1.88026 -0.68529 -1.65127  -0.68

The structure with the least stability is one.

## one
This record from the Open Molecules 2025 dataset describes one molecule with the formula C8H12. The level of theory is ωB97M-V with the def2-TZVPD basis set.

For the HOMO energy, the calculation gives -8.4 eV. Its net charge is 0. The molar mass comes out at 108.18 g mol⁻¹. The calculation puts the lowest unoccupied orbital energy at 0.792 eV. Its SMILES is C=C/C=C/C(=C)CC.

Last column: natural (NBO) charge in e.
Positions of all 20 atoms, in Å:
C1 1.76557 2.32829 1.47452  -0.60
H1 1.51774 1.69827 2.33690  0.20
C2 -0.80316 -1.12352 -0.43241  -0.19
C3 -0.05290 -0.27304 0.27328  -0.21
H2 1.11909 3.19940 1.47359  0.21
H3 2.33601 0.63940 0.30672  0.21
H4 -1.96792 -4.38424 -0.28801  0.20
H5 -1.47774 1.61640 -1.23692  0.20
H6 2.78617 2.64453 1.70209  0.21
H7 -0.81209 -2.59199 1.12362  0.20
H8 -1.21096 -0.87283 -1.40924  0.20
H9 0.25175 -0.54945 1.27807  0.20
C4 0.32449 1.08072 -0.18763  -0.02
C5 -1.17526 -2.44616 0.10829  -0.21
C6 -1.71526 -3.39158 -0.64841  -0.38
C7 1.71607 1.53044 0.18455  -0.43
H10 -0.14090 2.79430 -1.35741  0.19
C8 -0.44605 1.81800 -0.97601  -0.39
H11 -2.04607 -3.16967 -1.65987  0.19
H12 2.17001 2.07664 -0.64215  0.21

## two
This record from the Open Molecules 2025 dataset describes one molecule with the formula C8H12. The level of theory is ωB97M-V with the def2-TZVPD basis set.

For the HOMO energy, the calculation gives -8.7 eV. Its net charge is 0. The molar mass comes out at 108.18 g mol⁻¹. The calculation puts the lowest unoccupied orbital energy at 1.099 eV. Its SMILES is C=CC[C@@H]1C=CCC1.

Last column: natural (NBO) charge in e.
Positions of all 20 atoms, in Å:
H1 0.56375 -0.76560 -2.10503  0.23
H2 -1.33694 -0.85673 1.99839  0.22
C1 -2.26950 -0.81086 -0.05696  -0.44
C2 0.19276 -0.83715 0.13319  -0.24
H3 -2.85288 -1.66915 0.24302  0.21
H4 1.85110 -0.17199 1.47336  0.22
H5 0.40624 -1.92952 0.35176  0.21
C3 -1.17645 -0.39784 0.99662  -0.39
C4 -0.09534 -0.82719 -1.24115  -0.24
H6 -1.79847 -1.36352 -2.39321  0.20
H7 2.23673 3.36651 0.35810  0.20
H8 3.02910 1.78420 0.95976  0.18
H9 0.46107 1.86217 -0.54161  0.21
H10 -2.97256 0.16786 -0.13298  0.21
C5 -1.44371 -1.08944 -1.32323  -0.17
C6 2.12130 2.31292 0.67752  -0.40
C7 1.44463 0.01321 0.43579  -0.45
C8 1.14621 1.48103 0.25068  -0.19
H11 2.14377 -0.17552 -0.42406  0.21
H12 -1.25034 0.68316 0.97778  0.21

The structure with the least stability is two.

## one
This record from the Open Molecules 2025 dataset describes one molecule with the formula C8H12. The level of theory is ωB97M-V with the def2-TZVPD basis set.

For the HOMO energy, the calculation gives -8.7 eV. Its net charge is 0. The molar mass comes out at 108.18 g mol⁻¹. The calculation puts the lowest unoccupied orbital energy at 1.045 eV. Its SMILES is C=C/C=C/CC(=C)C.

Last column: natural (NBO) charge in e.
Positions of all 20 atoms, in Å:
H1 2.26174 0.56178 -0.36116  0.19
H2 4.24934 -2.11822 1.42535  0.19
H3 -3.09299 -1.17643 -1.26775  0.20
H4 4.15808 -1.28119 -0.17627  0.19
H5 0.00780 -0.64450 1.19947  0.20
H6 -3.52392 1.62081 -0.99284  0.23
C1 2.61189 -0.85867 1.24662  -0.21
C2 1.77402 0.05079 0.46867  -0.23
H7 -2.53123 2.34392 0.28242  0.22
H8 -1.30125 -1.34895 -1.61991  0.20
H9 2.32082 -1.13531 2.25616  0.20
H10 -0.24324 1.89531 -0.33194  0.22
C3 0.45008 0.10020 0.54550  -0.15
C4 -1.85377 0.38889 -0.57240  0.04
H11 0.03495 0.57056 -1.45763  0.23
C5 -2.10569 -0.72419 -1.25580  -0.42
H12 -3.61870 1.01327 0.51409  0.22
C6 -0.39005 0.82479 -0.48387  -0.48
C7 -2.86141 1.41974 -0.17721  -0.67
C8 3.65354 -1.50259 0.75850  -0.39

## two
This record from the Open Molecules 2025 dataset describes one molecule with the formula C8H12. The level of theory is ωB97M-V with the def2-TZVPD basis set.

For the HOMO energy, the calculation gives -7.3 eV. Its net charge is 0. The molar mass comes out at 108.18 g mol⁻¹. The calculation puts the lowest unoccupied orbital energy at 0.941 eV. Its SMILES is C=CC1=C(C)C1(C)C.

Last column: natural (NBO) charge in e.
Positions of all 20 atoms, in Å:
C1 1.69264 0.23632 -0.87849  -0.63
H1 0.81397 -0.92579 2.65741  0.22
C2 0.51942 -0.59697 -0.41002  -0.03
H2 1.48078 1.10729 -1.56284  0.21
H3 1.30057 -2.19686 -1.38799  0.22
C3 -1.48430 2.67652 -0.08692  -0.38
H4 2.31055 0.65504 -0.06185  0.21
H5 -0.41391 -1.76419 -1.95150  0.21
H6 2.29967 -0.43888 -1.46256  0.21
C4 -0.03423 -0.34956 0.91624  0.03
C5 -1.41368 1.46542 -0.57272  -0.26
C6 0.26243 -1.90212 -1.08366  -0.64
H7 -0.40379 -2.02761 2.17900  0.22
H8 -0.93954 2.86835 0.83737  0.19
H9 -1.93659 1.27695 -1.43145  0.22
C7 -0.82567 0.46603 0.22518  0.01
C8 -0.12332 -1.01697 2.23801  -0.65
H10 -1.98572 3.56157 -0.56515  0.20
H11 -0.23409 -2.63147 -0.38445  0.21
H12 -0.88518 -0.46306 2.78639  0.22

## three
This record from the Open Molecules 2025 dataset describes one molecule with the formula C8H12. The level of theory is ωB97M-V with the def2-TZVPD basis set.

For the HOMO energy, the calculation gives -8.9 eV. Its net charge is 0. The molar mass comes out at 108.18 g mol⁻¹. The calculation puts the lowest unoccupied orbital energy at 0.999 eV.

Last column: natural (NBO) charge in e.
Positions of all 20 atoms, in Å:
H1 2.67154 -1.62044 -2.04214  0.22
H2 -0.71295 -1.88088 0.16452  0.23
H3 -0.95793 1.65907 -0.86540  0.20
H4 -0.78873 1.70243 1.85655  0.21
H5 -2.31452 -0.10888 1.85580  0.25
H6 -1.35219 -0.75793 -1.23580  0.21
H7 2.24574 -1.61564 -0.06444  0.21
H8 0.40315 0.08102 -2.30219  0.21
H9 -2.62838 0.69606 0.32254  0.18
C1 -0.16219 1.38980 -0.25677  -0.38
H10 1.52490 0.40887 1.33374  0.21
C2 -0.95198 -0.88968 -0.28150  -0.35
C3 1.09665 -0.32041 -1.33021  -0.10
H11 0.77947 2.17097 -0.47950  0.22
H12 0.60321 -0.84525 1.65187  0.20
C4 2.18839 -1.19830 -1.10090  -0.47
C5 0.54199 0.05026 1.14401  -0.41
C6 -0.70936 1.02400 1.03772  -0.22
C7 -1.73741 0.01664 0.83957  -0.42
C8 0.26061 0.03829 -0.24745  -0.20

The structure with the least stability is three.